Arrangement P

Below is an isolated molecule of C7H16N2, with properties calculated with the ωB97M-V functional and the def2-TZVPD basis.

HOMO-LUMO gap = 10.07 eV
LUMO = 0.894 eV
spin multiplicity = 1
SMILES = C=CC(C)(C)CC(N)N
HOMO energy = -9.172 eV

Cartesian coordinates (Å):
C 0.73261 0.32700 -0.08524
C -1.74893 -0.53114 0.25832
C -0.30725 -0.73577 -0.40484
C 0.46062 1.63800 -0.82301
C 0.84627 0.59402 1.41115
N -2.61802 -1.57276 -0.28581
N -2.32785 0.76183 0.00594
C 2.08082 -0.27573 -0.67146
C 3.14045 -0.66047 0.01498
H -1.62508 -0.62482 1.35023
H -2.47545 0.88425 -0.99017
H -2.19412 -2.48916 -0.20924
H -3.51190 -1.59263 0.19599
H -3.16649 0.89439 0.56049
H -0.45832 -0.79901 -1.48316
H 0.04984 -1.70614 -0.05225
H 2.08089 -0.38150 -1.75114
H -0.46555 2.08364 -0.47169
H 1.27157 2.34037 -0.63882
H 0.38408 1.46987 -1.89494
H -0.02417 1.14208 1.76279
H 0.93484 -0.33357 1.97265
H 1.72130 1.20864 1.61127
H 4.02748 -1.03668 -0.47247
H 3.19235 -0.60472 1.09042

Arrangement Q

Below is a cluster of 3 separate species, C7H16N2 in total, with properties calculated with the ωB97M-V functional and the def2-TZVPD basis.

HOMO-LUMO gap (alpha / beta) = 7.19 / 7.19 eV
LUMO (alpha / beta) = 0.853 / 0.853 eV
spin multiplicity = 1
HOMO energy (alpha / beta) = -6.334 / -6.336 eV

Cartesian coordinates (Å):
C 0.93668 0.32778 -0.18553
C -1.28057 0.47239 -0.47052
C 1.23137 1.57271 0.60729
C -1.77567 -0.48440 -1.52061
C -2.19107 0.69305 0.70890
C 0.48359 -0.80840 0.43043
N 1.45547 0.26386 -1.45841
N 2.53868 -1.34776 0.86116
C -0.11230 -1.82108 0.99344
H -0.99255 1.42178 -0.91946
H 1.98098 1.05805 -1.78745
H 1.63473 -0.66227 -1.81842
H 2.68900 -1.00311 1.81267
H 3.24006 -0.85395 0.30223
H 2.29768 1.59928 0.83749
H 0.97335 2.46394 0.02905
H 0.67845 1.57652 1.54357
H -2.66886 -0.08714 -2.02495
H -1.02444 -0.64888 -2.29741
H -1.74404 1.34764 1.46058
H -2.47584 -0.24042 1.19955
H -3.13151 1.16772 0.39086
H -2.05771 -1.45234 -1.09903
H 0.50120 -2.60229 1.42700
H -1.18669 -1.95267 0.97757

Arrangement R

Below is a structure of composition C7H16N2, with properties calculated with the ωB97M-V functional and the def2-TZVPD basis.

HOMO-LUMO gap = 6.49 eV
LUMO = 0.971 eV
spin multiplicity = 1
HOMO energy = -5.517 eV

Cartesian coordinates (Å):
C -1.07764 -0.25098 0.10040
C -0.11941 0.66238 -1.38254
C 0.58163 1.92289 0.71243
C -1.18357 -1.66823 -0.43308
C -2.41670 0.47235 0.07219
C 1.69304 -0.23557 0.15814
C 0.67334 0.66444 -0.13677
N 2.11055 -0.46222 1.48276
N 2.20304 -1.17394 -0.74210
H -0.79930 -0.34236 1.16265
H 2.04491 0.34881 2.08025
H 3.05015 -0.83514 1.52302
H 1.84554 -1.06749 -1.68011
H 2.13910 -2.14570 -0.45298
H -0.53788 1.60907 -1.69783
H 0.06701 -0.08149 -2.14374
H -0.23478 2.56210 0.37647
H 0.39401 1.70172 1.76859
H 1.51117 2.49334 0.64135
H -0.21622 -2.16416 -0.45488
H -1.82367 -2.24819 0.24018
H -3.10915 -0.04224 0.74913
H -1.62499 -1.68923 -1.42747
H -2.84659 0.46745 -0.92946
H -2.32359 1.50236 0.41341

Arrangement S

Below is a cluster of 2 separate species, C7H16N2 in total, with properties calculated with the ωB97M-V functional and the def2-TZVPD basis.

HOMO-LUMO gap = 8.59 eV
LUMO = 0.822 eV
spin multiplicity = 1
HOMO energy = -7.772 eV

Cartesian coordinates (Å):
C -1.32849 1.20365 0.16849
C -2.60460 0.76487 0.97780
C -1.71111 -0.28842 0.43372
C -2.26250 -1.10304 -0.79003
C 2.10176 -1.85350 0.28779
C 2.01604 1.70372 -1.02092
C 2.07881 -0.69406 -0.75716
N 2.16201 0.73205 1.18039
N 2.13349 0.43180 -0.19702
H -1.25827 1.66178 -0.84354
H -0.55449 1.63049 0.87150
H -2.50321 1.02560 2.10700
H -3.63100 0.74123 0.62041
H -3.04173 -1.79792 -0.53133
H -1.58276 -1.70275 -1.50350
H -2.70015 -0.42990 -1.39432
H 3.00038 -1.84235 0.77912
H 2.04803 -2.84589 -0.13914
H 1.27070 -1.76541 1.02030
H 2.51822 2.48268 -0.53647
H 2.23963 1.58969 -2.10839
H 1.00019 2.11570 -1.02726
H -1.08577 -0.96420 0.95192
H 2.14962 1.77548 1.41698
H 1.55048 0.17992 1.63395

Which structure wins on stability? arrangement P wins.

Arrangement P

Below is a cluster of 3 separate species, C7H16N2 in total, with properties calculated with the ωB97M-V functional and the def2-TZVPD basis.

HOMO-LUMO gap = 9.59 eV
LUMO = 0.645 eV
spin multiplicity = 1
SMILES = C=NC(=C)C.C=NC.C
HOMO energy = -8.947 eV

Cartesian coordinates (Å):
C 0.68630 -0.83609 2.09400
C -1.38320 -0.31268 3.03769
C -0.76227 1.80552 0.33777
N -0.07481 0.06347 2.59159
H 1.72296 -0.56708 1.93048
H -0.06102 -0.99757 0.40226
H 0.51048 -1.91145 2.24246
H -2.10552 0.39972 2.64822
H -1.68887 -1.32997 2.74948
H -1.40439 -0.24232 4.13341
H 0.30614 1.66633 0.39194
H -1.13204 2.24143 1.25661
H -1.00865 2.40985 -0.53022
C 0.60229 0.50128 -3.37605
C 0.83101 -0.31729 -2.14111
C -0.68731 -1.17406 -0.59144
C 1.99946 -0.39174 -1.50323
N -0.27765 -1.07085 -1.77251
H -0.18569 1.23406 -3.20114
H 1.50966 1.02111 -3.67193
H 0.27087 -0.14867 -4.18491
H -1.49298 -1.87310 -0.39727
H -1.18534 0.76759 0.09204
H 2.13625 -1.04996 -0.65998
H 2.87431 0.11247 -1.87817

Arrangement Q

Below is an isolated molecule of C7H16N2, with properties calculated with the ωB97M-V functional and the def2-TZVPD basis.

HOMO-LUMO gap = 9.17 eV
LUMO = 0.893 eV
spin multiplicity = 1
SMILES = CC(C)(C)/C=C(\N)CN
HOMO energy = -8.273 eV

Cartesian coordinates (Å):
C -1.12062 0.29098 0.85158
C 2.39441 0.31114 -1.34775
C -1.61082 -1.15730 0.86553
C -2.21989 1.18613 0.26841
C -0.81641 0.72463 2.29117
C 1.11793 -0.31231 -0.43099
N 1.06692 -1.68233 -0.45395
N 2.56923 -0.56762 -2.50177
C 0.24087 0.60025 -0.08030
H 1.92519 -2.08129 -0.84365
H 0.28812 -2.01528 -1.02068
H 3.45397 -0.35612 -2.95901
H 1.82250 -0.39036 -3.16994
H 2.22575 1.34327 -1.66446
H 3.28241 0.27254 -0.71240
H 0.42658 1.66770 -0.14276
H -1.89401 -1.49615 -0.13576
H -2.50620 -1.26243 1.49508
H -0.89416 -1.84395 1.32720
H -1.93219 2.24377 0.28385
H -3.15406 1.10179 0.83990
H -2.44128 0.91487 -0.77009
H -1.70401 0.64019 2.93306
H -0.03327 0.09922 2.73504
H -0.48696 1.76868 2.34271

Which structure wins on stability? arrangement Q wins.